This record from OMol25 describes a cluster of 5 separate species, C28H43NO16 in total at a distorted geometry. The level of theory is ωB97M-V/def2-TZVPD.

Bonds (Å) are listed after each position.
Element x y z (Å)
1 C 0.87 -2.45 4.42  O2 1.408, H18 1.090, H19 1.093, H20 1.094
2 O 1.74 -1.86 3.49  C1 1.408, C3 1.435
3 C 1.58 -0.45 3.24  O2 1.435, C4 1.512, H21 1.096, H22 1.091
4 C 0.40 0.24 3.88  C3 1.512, C5 1.538, H23 1.088, H24 1.091
5 C 0.30 1.70 3.39  C4 1.538, C6 1.540, H25 1.092, H26 1.093
6 C -0.92 2.38 4.04  C5 1.540, C7 1.536, H27 1.089, H28 1.092
7 C -2.21 2.22 3.23  C6 1.536, C8 1.543, H29 1.093, H30 1.092
8 C -3.09 1.02 3.63  C7 1.543, C9 1.517, H31 1.090, H32 1.090
9 C -4.51 1.25 3.16  C8 1.517, C10 1.526, C16 1.502, H33 1.098
10 C -5.45 0.07 2.91  C9 1.526, C11 1.536, H34 1.090, H35 1.087
11 C -6.72 0.87 2.58  C10 1.536, O12 1.428, O15 1.423, H36 1.090
12 O -7.91 0.18 2.95  C11 1.428, C13 1.302
13 C -8.96 0.92 3.16  O12 1.302, N14 1.148
14 N -9.90 1.52 3.45  C13 1.148
15 O -6.65 2.06 3.35  C11 1.423, C16 1.375
16 C -5.42 2.15 3.95  C9 1.502, O15 1.375, O17 1.184
17 O -5.22 2.78 4.93  C16 1.184
18 H 1.18 -3.50 4.51  C1 1.090
19 H 0.94 -2.04 5.43  C1 1.093
20 H -0.17 -2.49 4.07  C1 1.094
21 H 2.50 0.04 3.57  C3 1.096
22 H 1.54 -0.33 2.15  C3 1.091
23 H -0.55 -0.24 3.64  C4 1.088
24 H 0.54 0.29 4.96  C4 1.091
25 H 1.22 2.24 3.61  C5 1.092
26 H 0.17 1.71 2.30  C5 1.093
27 H -0.74 3.45 4.19  C6 1.089
28 H -1.07 1.94 5.03  C6 1.092
29 H -2.83 3.11 3.39  C7 1.093
30 H -2.01 2.16 2.16  C7 1.092
31 H -3.03 0.94 4.72  C8 1.090
32 H -2.72 0.11 3.17  C8 1.090
33 H -4.41 1.69 2.16  C9 1.098
34 H -5.19 -0.46 2.00  C10 1.090
35 H -5.59 -0.65 3.71  C10 1.087
36 H -6.67 1.14 1.52  C11 1.090
37 C 5.82 -4.65 3.58  C38 1.507, H44 1.090, H45 1.091, H46 1.089
38 C 5.23 -4.25 4.90  C37 1.507, C39 1.511, O43 1.440, H47 1.094
39 C 5.69 -5.06 6.09  C38 1.511, O40 1.431, H48 1.087, H49 1.093
40 O 4.58 -4.96 6.98  C39 1.431, C41 1.357
41 C 3.47 -4.75 6.22  O40 1.357, O42 1.186, O43 1.358
42 O 2.36 -4.78 6.64  C41 1.186
43 O 3.81 -4.50 4.93  C38 1.440, C41 1.358
44 H 6.89 -4.41 3.55  C37 1.090
45 H 5.69 -5.71 3.40  C37 1.091
46 H 5.33 -4.11 2.76  C37 1.089
47 H 5.38 -3.18 5.08  C38 1.094
48 H 6.59 -4.68 6.56  C39 1.087
49 H 5.84 -6.12 5.84  C39 1.093
50 C 3.80 1.57 -3.12  C51 1.505, H57 1.089, H58 1.091, H59 1.087
51 C 3.32 1.96 -1.75  C50 1.505, C52 1.511, O56 1.446, H60 1.094
52 C 3.90 1.16 -0.60  C51 1.511, O53 1.437, H61 1.087, H62 1.092
53 O 2.87 1.26 0.39  C52 1.437, C54 1.352
54 C 1.69 1.43 -0.27  O53 1.352, O55 1.191, O56 1.349
55 O 0.62 1.37 0.25  C54 1.191
56 O 1.91 1.68 -1.57  C51 1.446, C54 1.349
57 H 4.85 1.82 -3.25  C50 1.089
58 H 3.67 0.50 -3.29  C50 1.091
59 H 3.22 2.08 -3.89  C50 1.087
60 H 3.46 3.03 -1.59  C51 1.094
61 H 4.83 1.57 -0.22  C52 1.087
62 H 4.04 0.11 -0.85  C52 1.092
63 C 0.12 2.10 -6.80  C64 1.507, H70 1.091, H71 1.087, H72 1.090
64 C 1.42 2.87 -6.89  C63 1.507, C65 1.511, O69 1.443, H73 1.094
65 C 2.02 2.95 -8.28  C64 1.511, O66 1.434, H74 1.087, H75 1.092
66 O 3.41 3.08 -7.99  C65 1.434, C67 1.354
67 C 3.64 2.50 -6.79  O66 1.354, O68 1.188, O69 1.357
68 O 4.72 2.29 -6.34  C67 1.188
69 O 2.47 2.19 -6.18  C64 1.443, C67 1.357
70 H -0.68 2.65 -7.31  C63 1.091
71 H 0.22 1.12 -7.25  C63 1.087
72 H -0.17 1.96 -5.76  C63 1.090
73 H 1.30 3.86 -6.45  C64 1.094
74 H 1.66 3.80 -8.86  C65 1.087
75 H 1.87 2.03 -8.85  C65 1.092
76 C -4.42 -0.89 -4.93  C77 1.506, H83 1.090, H84 1.091, H85 1.089
77 C -3.44 -0.73 -6.06  C76 1.506, C78 1.512, O82 1.441, H86 1.094
78 C -3.36 -1.89 -7.02  C77 1.512, O79 1.434, H87 1.087, H88 1.092
79 O -2.01 -1.78 -7.50  C78 1.434, C80 1.355
80 C -1.28 -1.17 -6.54  O79 1.355, O81 1.187, O82 1.355
81 O -0.10 -1.08 -6.55  C80 1.187
82 O -2.09 -0.68 -5.57  C77 1.441, C80 1.355
83 H -5.45 -0.89 -5.31  C76 1.090
84 H -4.25 -1.83 -4.39  C76 1.091
85 H -4.31 -0.08 -4.21  C76 1.089
86 H -3.63 0.20 -6.60  C77 1.094
87 H -4.06 -1.83 -7.84  C78 1.087
88 H -3.47 -2.86 -6.52  C78 1.092

Values from the calculation:
* Kohn-Sham gap: 9.23 eV
* LUMO: 0.20 eV
* multiplicity: 1
* largest force on an atom: 1.3 eV/A
* calculated total energy: -63982.961 eV